Density functional theory data (ωB97M-V/def2-TZVPD) for a cluster of 5 separate species, C22H29N4O3P2 in total in a non-equilibrium geometry.

Summary:
Molar mass, g/mol: 459.45
Total charge: -1
E_HOMO, eV: -4.089
LUMO level, Eh: 0.076
Total energy, eV: -53960.25948
Orbital gap, eV: 6.146

Geometry as XYZ:
```
60
C22H29N4O3P2 | the Open Molecules 2025 dataset | ωB97M-V/def2-TZVPD
O -2.669 3.464 1.210
P -1.211 3.514 0.537
P -0.111 1.703 1.162
C 1.053 2.751 2.236
C 2.215 3.589 1.457
O 3.058 4.323 2.236
O 2.462 3.664 0.011
H -1.429 3.376 -0.904
H -0.479 4.702 0.890
H -1.025 1.620 2.305
H -1.082 0.938 0.411
H 0.737 1.720 0.002
H 0.469 0.446 1.639
H 0.400 3.547 2.836
H 1.562 2.054 3.058
H 3.179 4.373 -0.135
N -6.633 3.697 0.915
C -5.607 4.570 0.803
C -5.762 5.900 0.448
C -7.046 6.367 0.187
C -8.123 5.492 0.292
C -7.868 4.180 0.657
H -4.624 4.157 1.013
H -4.902 6.557 0.376
H -7.207 7.403 -0.095
H -9.135 5.824 0.095
H -8.675 3.460 0.756
N -1.208 -1.851 0.646
C 0.098 -2.036 0.352
C 0.612 -3.214 -0.165
C -0.263 -4.271 -0.392
C -1.613 -4.112 -0.098
C -2.034 -2.895 0.413
H 0.741 -1.183 0.550
H 1.670 -3.305 -0.385
H 0.104 -5.210 -0.795
H -2.321 -4.917 -0.263
H -3.079 -2.720 0.655
N 7.701 1.407 2.688
C 6.463 1.915 2.874
C 5.549 2.110 1.851
C 5.926 1.768 0.557
C 7.195 1.244 0.333
C 8.038 1.083 1.421
H 6.216 2.170 3.900
H 4.566 2.519 2.058
H 5.237 1.908 -0.271
H 7.520 0.968 -0.664
H 9.038 0.675 1.299
N -0.337 -6.372 -3.125
C 0.969 -6.557 -3.419
C 1.484 -7.735 -3.936
C 0.609 -8.792 -4.163
C -0.742 -8.633 -3.869
C -1.162 -7.416 -3.358
H 1.612 -5.704 -3.221
H 2.542 -7.826 -4.156
H 0.976 -9.731 -4.566
H -1.449 -9.438 -4.034
H -2.207 -7.241 -3.116
```

Density functional theory data (ωB97M-V/def2-TZVPD) for a structure of composition C22H29N5O2 in a non-equilibrium geometry.

Summary:
Molar mass, g/mol: 395.51
E_HOMO, eV: -7.859
LUMO level, Eh: -0.019
Total energy, eV: -34810.20373
Orbital gap, eV: 7.336
ΔE to the lowest compared entry with this formula, charge and spin, kcal per mole: 513.1

Geometry as XYZ:
```
58
C22H29N5O2 | the Open Molecules 2025 dataset | ωB97M-V/def2-TZVPD
C -1.217 -0.777 1.943
C -0.408 -2.004 1.555
C 0.301 -2.646 2.781
C 1.421 -1.668 3.493
C 2.741 -1.398 2.627
N 2.617 -0.523 1.780
C 2.609 -0.765 0.565
O 2.952 -1.857 -0.204
C 2.744 0.518 -0.465
C 3.666 1.419 -0.069
N 4.643 1.884 0.316
C 1.473 1.117 -0.167
N 1.205 1.952 0.936
C 0.111 2.389 1.242
C 0.067 3.178 2.454
C -1.167 3.902 2.865
C -2.178 4.269 1.760
C -2.004 3.565 0.588
C -0.829 2.614 0.107
N -0.834 1.934 -0.845
C 0.321 1.257 -1.146
N 0.257 0.398 -2.175
C -0.728 0.783 -3.310
H -1.030 1.853 -3.085
C -1.770 0.037 -3.303
C -3.064 0.366 -4.315
H -3.401 1.598 -4.168
H -2.540 0.034 -5.290
H -3.968 -0.247 -3.966
O -1.796 -1.298 -3.196
C -0.687 -1.756 -2.293
C -0.409 -3.092 -2.401
H -1.453 -3.764 -2.240
H 0.200 -3.366 -1.599
H -0.148 -3.334 -3.321
C 0.575 -1.081 -2.463
H 1.359 -1.140 -1.757
H 0.778 -1.228 -3.261
H -1.155 -1.497 -1.218
H -2.397 0.164 -2.035
H -0.503 0.703 -4.279
H -2.745 3.541 -0.049
H -2.875 4.834 2.042
H -1.268 4.527 3.776
H 0.861 2.916 3.301
H 2.663 0.316 -1.639
H 2.345 0.441 1.968
H 3.415 -1.315 3.278
H 2.985 -2.602 2.071
H 1.782 -2.215 4.630
H 1.119 -0.720 3.685
H -0.401 -2.722 3.649
H 0.740 -3.574 2.494
H 0.296 -1.791 0.937
H -1.171 -2.766 1.257
H -1.738 -0.568 1.079
H -0.458 0.152 2.314
H -1.903 -0.950 2.768
```

Density functional theory data (ωB97M-V/def2-TZVPD) for the molecule C22H29N7O in a non-equilibrium geometry.

Summary:
Molar mass, g/mol: 407.52
E_HOMO, eV: -7.821
LUMO level, Eh: 0.021
Structure (SMILES): COCCn1nnnc1[C@@H](c1ccccn1)N1CCN(c2cccc(C)c2C)CC1
Total energy, eV: -35761.18986
Orbital gap, eV: 8.386
ΔE to the lowest compared entry with this formula, charge and spin, kcal per mole: 56.8

Geometry as XYZ:
```
59
C22H29N7O | the Open Molecules 2025 dataset | ωB97M-V/def2-TZVPD
C 3.553 4.806 2.041
O 2.150 4.894 2.174
C 1.424 3.973 1.410
C 1.479 2.523 1.940
N 2.516 1.744 1.326
N 3.734 1.584 1.850
N 4.404 0.859 1.058
N 3.686 0.506 0.001
C 2.502 1.053 0.157
C 1.311 0.944 -0.737
C 1.660 0.089 -1.948
C 2.722 0.459 -2.769
C 3.023 -0.336 -3.859
C 2.252 -1.462 -4.103
C 1.208 -1.733 -3.237
N 0.919 -0.980 -2.189
N 0.172 0.539 0.072
C 0.299 -0.778 0.685
C -0.846 -0.968 1.689
N -2.164 -0.742 1.141
C -2.890 -1.818 0.596
C -2.272 -2.950 0.072
C -3.024 -3.986 -0.448
C -4.402 -3.900 -0.467
C -5.044 -2.798 0.082
C -6.543 -2.743 0.089
C -4.294 -1.763 0.641
C -4.994 -0.630 1.333
C -2.223 0.523 0.440
C -1.109 0.645 -0.607
H 3.852 4.896 0.989
H 3.961 5.642 2.603
H 3.947 3.869 2.445
H 0.390 4.322 1.456
H 1.758 3.992 0.359
H 0.534 2.017 1.727
H 1.669 2.545 3.015
H 1.082 1.957 -1.108
H 3.302 1.341 -2.549
H 3.847 -0.081 -4.510
H 2.455 -2.110 -4.942
H 0.563 -2.592 -3.377
H 1.253 -0.836 1.214
H 0.282 -1.563 -0.079
H -0.802 -1.969 2.120
H -0.715 -0.240 2.501
H -1.197 -3.027 0.059
H -2.529 -4.855 -0.856
H -4.987 -4.700 -0.896
H -6.927 -2.832 1.106
H -6.956 -3.557 -0.501
H -6.900 -1.800 -0.321
H -5.427 0.071 0.618
H -4.299 -0.093 1.973
H -5.805 -1.014 1.948
H -3.188 0.626 -0.053
H -2.108 1.329 1.176
H -1.170 1.622 -1.093
H -1.232 -0.139 -1.368
```